Below is a 12-piece molecular cluster, C27H83N5O12 overall at a distorted geometry, with properties calculated with ωB97M-V/def2-TZVPD.

structure (SMILES): COC[C@H](C)N.COC[C@H](C)N.COC[C@H](C)N.COC[C@H](C)N.COC[C@H](C)N.CO.CO.CO.CO.CO.CO.CO
frontier orbital gap: 9.514 eV
E: -61356.926 eV
net charge: 0

Positions of all 127 atoms, in Å:
1 C -0.295640 -0.910092 -9.234536
2 O -0.445590 -0.389842 -7.916356
3 C -1.851100 -0.496862 -7.505286
4 C -2.005460 -0.258112 -5.989116
5 C -0.935990 -0.853272 -5.078016
6 N -3.336430 -0.493722 -5.448486
7 H -0.506780 -1.978552 -9.278236
8 H 0.747690 -0.742602 -9.501956
9 H -1.001870 -0.399312 -9.889096
10 H -2.452230 0.182298 -8.109836
11 H -2.098570 -1.551102 -7.629596
12 H -1.760540 0.803738 -5.964616
13 H -0.730330 -1.850892 -5.466046
14 H -1.293760 -0.938492 -4.051926
15 H 0.023600 -0.350252 -5.197416
16 H -3.396120 -1.485162 -5.631766
17 H -3.988130 -0.147992 -6.138316
18 C -1.436700 -7.319652 2.776984
19 O -0.696220 -6.930122 1.609364
20 C -1.353610 -6.108472 0.665154
21 C -0.559490 -5.981752 -0.630206
22 C -0.173610 -7.237302 -1.346526
23 N 0.737790 -5.332122 -0.361996
24 H -1.933510 -6.479152 3.261594
25 H -0.761520 -7.819342 3.471634
26 H -2.202700 -8.059042 2.543214
27 H -2.352480 -6.511532 0.498124
28 H -1.380960 -5.134022 1.152804
29 H -1.024450 -5.322222 -1.362966
30 H 0.430460 -6.894472 -2.186566
31 H -1.016550 -7.826952 -1.706866
32 H 0.474410 -7.899882 -0.772796
33 H 0.964280 -5.579762 0.590624
34 H 0.501720 -4.351982 -0.301106
35 C 1.772230 -4.053932 10.039444
36 O 0.782380 -3.521522 9.152614
37 C 1.337010 -2.832382 8.032964
38 C 0.228260 -2.119352 7.289574
39 C 0.482270 -2.154472 5.749014
40 N 0.073020 -0.706972 7.667044
41 H 1.225660 -4.648892 10.771144
42 H 2.480220 -3.321562 10.427364
43 H 2.400890 -4.787672 9.534964
44 H 2.066630 -2.097892 8.373974
45 H 1.914960 -3.515562 7.410614
46 H -0.723910 -2.625622 7.448174
47 H -0.295800 -1.594542 5.230174
48 H 0.467990 -3.205082 5.458974
49 H 1.506250 -1.852812 5.528654
50 H 0.930810 -0.180222 7.584464
51 H -0.123580 -0.636492 8.655214
52 C 3.789850 8.068508 1.767934
53 O 4.000890 6.674498 2.265394
54 C 4.221720 5.716868 1.201044
55 C 2.947620 5.317788 0.426324
56 C 1.997040 4.571368 1.317594
57 N 3.248370 4.473308 -0.744406
58 H 2.815350 8.120308 1.282384
59 H 4.585180 8.399748 1.100224
60 H 3.757240 8.696958 2.657924
61 H 4.864320 6.148968 0.433944
62 H 4.753670 4.879768 1.653144
63 H 2.469470 6.163608 -0.067686
64 H 2.482930 3.667648 1.685444
65 H 1.136440 4.137668 0.808314
66 H 1.617710 5.257328 2.075004
67 H 2.370060 4.410508 -1.239116
68 H 3.786080 5.117038 -1.307066
69 C -4.168940 6.844328 -1.532246
70 O -4.378840 5.559968 -2.027296
71 C -4.976700 4.544528 -1.243166
72 C -4.875400 3.211978 -2.004166
73 C -6.081570 2.311758 -1.761166
74 N -3.654950 2.474948 -1.686196
75 H -3.692160 6.743508 -0.557246
76 H -5.145390 7.311438 -1.403946
77 H -3.552440 7.497408 -2.149896
78 H -4.543820 4.486358 -0.244506
79 H -6.038350 4.748508 -1.103876
80 H -4.717200 3.383378 -3.068916
81 H -7.032800 2.817648 -1.926446
82 H -6.126590 1.864858 -0.768006
83 H -6.129120 1.416488 -2.381106
84 H -3.570870 1.662128 -2.279786
85 H -2.800030 2.979668 -1.871826
86 C 6.224240 1.106758 -0.550766
87 O 5.191590 1.052108 -1.556966
88 H 6.931180 1.902188 -0.786646
89 H 5.840470 1.240378 0.460644
90 H 6.760810 0.158128 -0.532976
91 H 4.602160 1.808718 -1.515586
92 C -2.641990 2.796708 2.846164
93 O -2.558470 1.668268 1.925454
94 H -2.253310 3.697088 2.370404
95 H -3.706930 2.875458 3.064774
96 H -2.057540 2.534298 3.728014
97 H -2.996450 1.817418 1.084304
98 C -4.923190 -2.804882 -0.362746
99 O -5.657210 -4.003172 -0.164956
100 H -5.502860 -2.039462 0.153214
101 H -3.913280 -2.866862 0.042654
102 H -4.927320 -2.448732 -1.392906
103 H -5.617590 -4.304072 0.745804
104 C 4.100580 -3.167992 -3.061436
105 O 3.839560 -4.600232 -2.964096
106 H 4.974700 -2.967022 -3.680806
107 H 3.206880 -2.714812 -3.490426
108 H 4.442700 -2.753292 -2.113236
109 H 3.019650 -4.782792 -2.499306
110 C 5.025620 -2.784522 3.257374
111 O 6.343180 -3.109242 3.059854
112 H 4.386720 -3.488352 2.723944
113 H 4.859120 -2.754142 4.334154
114 H 4.750610 -1.860552 2.748684
115 H 6.534010 -3.231212 2.126954
116 C 1.115830 -0.027222 -0.148156
117 O 0.277820 -0.926412 0.602234
118 H 1.852990 0.261508 0.601074
119 H 1.732830 -0.540312 -0.885816
120 H 0.614680 0.861308 -0.532156
121 H -0.314030 -0.372212 1.116214
122 C -0.491740 5.564308 -3.578456
123 O -0.003510 4.267348 -3.476646
124 H -0.541040 6.042188 -2.600046
125 H 0.079790 6.205078 -4.249916
126 H -1.494590 5.563368 -4.005536
127 H 0.119690 3.947058 -4.373216

Forces on atoms 1 to 6 (eV/Å):
C 0.05 0.38 0.70
O -1.41 -0.04 0.39
C 1.85 -1.47 0.75
C 1.57 2.88 -0.09
C -0.01 -1.14 -1.23
N 0.43 -0.55 -0.98